Entry 1:
76
Properties=species:S:1:pos:R:3:lowdin_charge:R:1 method="wB97M-V/def2-TZVPD" total_charge=+2 mol_weight_g_mol=786.88 multiplicity=2
Ir -0.028 -0.060 0.171 1.188
C -1.797 3.374 -1.841 -0.029
C -2.167 2.353 -0.794 -0.274
C -3.379 1.689 -0.889 -0.023
C -3.921 0.989 0.190 -0.243
C -5.251 0.305 0.072 -0.022
C -3.247 1.029 1.408 -0.017
C -2.032 1.684 1.532 -0.294
C -1.450 2.000 2.878 -0.031
C -1.410 2.232 0.389 -0.101
H -2.610 4.098 -1.912 0.104
H -1.668 2.961 -2.841 0.077
H -0.904 3.936 -1.576 0.076
H -3.965 1.787 -1.797 0.135
H -6.055 0.976 0.378 0.101
H -5.300 -0.574 0.713 0.083
H -5.454 0.001 -0.955 0.083
H -3.706 0.593 2.288 0.134
H -1.728 3.025 3.136 0.111
H -0.361 1.955 2.883 0.069
H -1.846 1.354 3.658 0.071
H -0.553 2.880 0.536 0.114
C -0.341 -0.659 4.003 -0.077
C -1.095 -1.441 2.983 -0.592
N -1.105 -1.279 1.674 -0.053
C -1.937 -2.203 1.063 -0.354
C -2.543 -3.077 1.903 -0.292
S -2.064 -2.746 3.500 1.172
C -2.100 -2.082 -0.377 -0.325
C -2.880 -2.829 -1.193 -0.286
S -2.860 -2.182 -2.765 1.187
C -1.796 -0.953 -2.286 -0.619
N -1.440 -1.029 -1.010 -0.095
C -1.406 0.108 -3.244 -0.084
H 0.236 0.133 3.546 0.027
H 0.331 -1.317 4.556 0.100
H -1.027 -0.214 4.723 0.093
H -3.233 -3.868 1.669 0.096
H -3.477 -3.688 -0.939 0.099
H -0.953 -0.319 -4.140 0.097
H -0.717 0.791 -2.758 0.032
H -2.287 0.671 -3.547 0.100
Cl 1.361 -3.125 0.307 0.760
C 2.277 -2.455 1.621 -0.569
C 3.104 -3.284 2.343 -0.074
C 3.901 -2.766 3.360 -0.018
C 3.898 -1.409 3.660 -0.067
C 3.069 -0.572 2.950 -0.601
Cl 3.027 1.117 3.281 0.772
C 2.218 -1.071 1.927 -0.453
N 1.400 -0.227 1.301 -0.139
H 3.141 -4.337 2.101 0.122
H 4.542 -3.430 3.923 0.128
H 4.535 -1.005 4.434 0.125
C 2.621 3.088 -2.354 -0.112
C 1.688 2.382 -1.374 -0.386
P 1.664 0.545 -1.343 0.862
C 3.403 0.210 -0.841 -0.346
C 4.079 -1.092 -1.259 -0.112
C 1.603 0.107 -3.114 -0.370
C 1.348 -1.371 -3.411 -0.119
H 2.447 4.163 -2.314 0.087
H 2.448 2.776 -3.383 0.073
H 3.674 2.936 -2.127 0.073
H 0.653 2.671 -1.571 0.031
H 1.905 2.686 -0.344 0.091
H 3.487 0.369 0.233 0.059
H 3.928 1.045 -1.310 0.079
H 3.579 -1.980 -0.880 0.036
H 5.101 -1.099 -0.881 0.090
H 4.142 -1.175 -2.343 0.072
H 2.569 0.418 -3.521 0.100
H 0.860 0.747 -3.584 0.061
H 2.190 -1.990 -3.113 0.066
H 1.192 -1.528 -4.478 0.093
H 0.471 -1.751 -2.881 0.047

Entry 2:
47
Properties=species:S:1:pos:R:3:lowdin_charge:R:1 method="wB97M-V/def2-TZVPD" mol_weight_g_mol=549.06 multiplicity=5
Fe 0.074 -0.808 0.359 0.871
C 1.681 1.128 -3.738 -0.010
N 0.366 1.465 -3.192 -0.118
C -0.629 2.031 -4.103 -0.036
C 0.038 1.083 -1.959 -0.414
O 0.836 0.549 -1.174 -0.001
C -1.407 1.320 -1.545 -0.111
O -1.600 1.015 -0.180 -0.133
C -1.543 2.101 0.702 -0.099
C -0.290 2.017 1.551 -0.378
O 0.390 0.997 1.540 0.021
N 0.023 3.079 2.316 -0.130
C -0.877 4.200 2.548 -0.031
C 1.186 3.007 3.198 -0.013
H 1.566 0.402 -4.545 0.098
H 2.294 0.697 -2.958 0.088
H 2.162 2.026 -4.126 0.093
H -0.166 2.152 -5.077 0.094
H -0.972 3.014 -3.771 0.092
H -1.484 1.363 -4.217 0.074
H -2.034 0.651 -2.127 0.108
H -1.712 2.343 -1.764 0.127
H -2.411 2.046 1.360 0.153
H -1.580 3.045 0.163 0.126
H -1.587 4.327 1.737 0.079
H -0.292 5.114 2.629 0.094
H -1.436 4.069 3.478 0.102
H 1.791 2.151 2.929 0.091
H 0.872 2.908 4.240 0.100
H 1.773 3.920 3.091 0.093
Br 3.069 -6.757 5.815 0.724
C 2.437 -5.381 4.674 -0.693
C 1.098 -5.027 4.720 -0.119
C 0.645 -4.013 3.885 -0.009
C 1.520 -3.381 3.010 -0.134
C 2.855 -3.760 2.974 -0.010
C 3.326 -4.757 3.816 -0.121
C 1.021 -2.310 2.094 -0.606
O -0.075 -1.736 2.329 -0.045
O 1.704 -2.000 1.076 -0.045
H 0.422 -5.533 5.395 0.099
H -0.391 -3.698 3.903 0.120
H 3.520 -3.266 2.276 0.120
H 4.366 -5.053 3.804 0.100
Se -1.634 -1.964 -3.856 0.510
C -1.295 -1.837 -2.119 -0.931
N -1.079 -1.800 -0.968 0.008

Entry 3:
78
Properties=species:S:1:pos:R:3:lowdin_charge:R:1 method="wB97M-V/def2-TZVPD" mol_weight_g_mol=482.57 multiplicity=1 smiles="C[N+](=O)[O-].C[N+](=O)[O-].COCCOC.COCCOC.COCCOC.COCCOC"
C -2.730 -5.121 -2.261 0.023
N -2.277 -4.735 -3.637 -0.352
O -3.139 -4.317 -4.549 -0.022
O -1.085 -4.679 -3.948 0.056
H -3.537 -4.454 -1.959 0.090
H -1.835 -5.141 -1.639 0.094
H -3.200 -6.102 -2.191 0.099
C 1.832 6.637 -4.524 0.063
N 0.993 5.647 -3.768 -0.453
O -0.231 5.685 -3.694 0.054
O 1.567 4.744 -3.237 0.045
H 2.193 6.169 -5.440 0.105
H 2.646 6.551 -3.805 0.092
H 1.387 7.630 -4.604 0.101
C 3.744 4.975 0.765 -0.095
O 2.526 4.938 1.501 -0.206
C 1.481 5.774 0.946 -0.178
C 0.116 5.781 1.716 -0.155
O -0.437 4.460 1.440 -0.222
C -1.740 4.316 2.036 -0.090
H 3.539 5.113 -0.297 0.078
H 4.250 4.037 0.996 0.080
H 4.272 5.868 1.101 0.086
H 1.373 5.444 -0.088 0.105
H 1.859 6.781 0.768 0.112
H -0.533 6.599 1.404 0.117
H 0.316 5.976 2.770 0.119
H -1.654 4.303 3.123 0.088
H -2.120 3.373 1.641 0.084
H -2.403 5.074 1.619 0.084
C -3.676 -5.861 1.304 -0.074
O -3.841 -4.953 2.427 -0.137
C -2.742 -4.141 2.541 -0.245
C -1.524 -4.739 3.342 -0.156
O -0.845 -5.803 2.663 -0.212
C -0.007 -5.450 1.576 -0.092
H -2.984 -6.703 1.330 0.094
H -3.566 -5.294 0.380 0.058
H -4.635 -6.324 1.071 0.084
H -3.050 -3.184 2.963 0.126
H -2.292 -3.832 1.597 0.080
H -1.853 -5.334 4.194 0.126
H -0.896 -3.891 3.613 0.117
H 0.193 -6.399 1.079 0.091
H 0.926 -4.975 1.877 0.082
H -0.561 -4.777 0.921 0.063
C -1.908 -1.713 -0.941 -0.167
O -0.956 -1.792 -1.916 -0.158
C -1.318 -0.880 -2.920 -0.200
C -0.454 0.356 -2.632 -0.202
O -0.666 1.065 -1.418 -0.205
C 0.225 2.182 -1.152 -0.055
H -2.153 -0.811 -0.381 0.102
H -1.710 -2.520 -0.236 0.064
H -2.841 -2.121 -1.328 0.079
H -2.329 -0.684 -3.277 0.133
H -0.930 -1.431 -3.776 0.127
H -0.655 1.062 -3.439 0.118
H 0.563 -0.009 -2.778 0.124
H 0.104 2.801 -2.040 0.068
H 1.276 1.892 -1.135 0.081
H 0.001 2.694 -0.216 0.072
C 3.073 -2.309 0.439 -0.110
O 1.968 -2.476 1.310 -0.164
C 1.086 -1.354 1.321 -0.213
C 1.462 -0.259 2.273 -0.144
O 2.931 -0.078 2.401 -0.204
C 3.334 1.298 2.215 -0.101
H 3.034 -1.661 -0.436 0.092
H 3.459 -3.300 0.201 0.084
H 3.891 -1.904 1.034 0.073
H 0.066 -1.702 1.483 0.110
H 0.848 -0.946 0.339 0.108
H 1.098 -0.598 3.243 0.118
H 1.050 0.717 2.017 0.115
H 4.351 1.245 2.601 0.082
H 2.771 1.942 2.891 0.090
H 3.508 1.628 1.190 0.077

Entry 4:
14
Properties=species:S:1:pos:R:3:lowdin_charge:R:1 method="wB97M-V/def2-TZVPD" mol_weight_g_mol=136.09 multiplicity=1
C 1.928 0.478 0.213 -0.134
C 0.777 -0.292 0.203 -0.055
C -1.605 -0.907 -0.028 -0.228
C -2.835 -0.332 -0.006 -0.362
C 1.348 2.812 -0.073 0.150
C -0.935 1.299 -0.022 -0.398
N 1.996 1.806 -0.042 -0.011
N -0.535 -0.012 0.027 -0.220
P -2.706 1.521 -0.122 0.801
H 2.877 0.008 0.444 0.102
H 1.000 -1.361 0.220 0.127
H -1.514 -1.980 -0.246 0.113
H -3.701 -0.868 0.093 0.001
H 1.465 3.882 -0.448 0.116

Entry 5:
18
Properties=species:S:1:pos:R:3:lowdin_charge:R:1 method="wB97M-V/def2-TZVPD" mol_weight_g_mol=103.14 multiplicity=2
C 1.709 -1.391 0.225 -0.288
C 2.429 -0.932 -1.055 -0.117
C 0.386 -2.159 -0.100 -0.108
H 2.336 -2.054 0.876 0.102
H 1.434 -0.602 0.922 0.080
H 3.435 -1.347 -1.198 0.067
H 2.379 0.151 -1.145 0.058
H 0.098 -2.048 -1.143 0.060
H 0.353 -3.158 0.300 0.059
H 1.965 -1.402 -1.914 0.052
H -0.388 -1.569 0.414 0.043
C -0.576 2.334 -0.024 0.018
C -1.413 1.126 0.398 -0.629
O -1.823 0.512 -0.664 0.244
O -1.380 0.737 1.543 0.094
H -0.617 3.098 0.751 0.095
H -1.126 2.847 -0.848 0.091
H 0.409 2.223 -0.441 0.077

Energy relative to the best compared isomer or geometry (same formula, charge and spin) for the records above, in order: 70.72; 0.00; 327.44; 433.22; 81.39 kJ/mol